Arrangement w

BF4H18O9 | the ωB97M-V functional and the def2-TZVPD basis

Output
* HOMO-LUMO gap: 10.775 eV
* molar mass: 248.94 g/mol

Geometry as ORCA input:
```
! RIJCOSX wB97M-V def2-TZVPD def2/J DEFGRID3
* xyz -1 1
B -0.22 -0.47 -0.37
F 0.18 0.68 -0.99
F 0.06 -0.60 1.01
F -1.57 -0.61 -0.48
F 0.40 -1.55 -1.07
O 3.10 -1.44 0.37
H 3.44 -2.33 0.35
H 2.17 -1.53 0.19
O -2.13 -2.16 -2.96
H -1.59 -1.87 -2.22
H -1.50 -2.29 -3.67
O -2.18 2.08 -2.50
H -2.13 1.58 -1.69
H -1.84 1.48 -3.17
O -2.11 0.53 2.12
H -1.67 -0.12 1.58
H -2.61 1.06 1.50
O -1.17 -2.11 3.98
H -1.38 -1.80 4.86
H -0.58 -1.46 3.62
O 1.44 -0.32 -3.14
H 1.37 -1.09 -2.58
H 1.05 0.38 -2.62
O 0.45 3.67 -1.74
H -0.26 4.19 -2.12
H 0.01 3.07 -1.13
O 1.63 1.97 0.98
H 0.94 2.39 1.49
H 1.22 1.20 0.59
O 1.62 -1.01 3.57
H 2.35 -0.39 3.61
H 1.49 -1.15 2.63
*
```

Arrangement x

BF4H18O9 | the ωB97M-V functional and the def2-TZVPD basis

Output
* HOMO-LUMO gap: 9.613 eV
* molar mass: 248.94 g/mol

Geometry as ORCA input:
```
! RIJCOSX wB97M-V def2-TZVPD def2/J DEFGRID3
* xyz -1 1
B 22.96 -13.08 10.40
F 22.88 -14.06 11.39
F 21.70 -13.04 9.86
F 23.25 -11.78 10.93
F 23.83 -13.31 9.37
O 19.92 -13.16 7.36
H 20.66 -13.42 7.88
H 19.64 -12.47 7.98
O 22.34 -14.60 7.39
H 22.11 -15.49 7.71
H 23.02 -14.23 7.94
O 21.90 -10.09 9.42
H 22.70 -9.58 9.26
H 22.12 -10.66 10.18
O 21.44 -13.19 13.51
H 22.09 -13.60 12.89
H 20.66 -13.16 12.97
O 20.48 -15.47 10.07
H 21.20 -14.85 10.24
H 19.65 -14.97 10.03
O 24.75 -11.89 7.14
H 24.67 -12.32 8.02
H 23.90 -11.48 6.91
O 21.17 -10.33 12.52
H 21.28 -11.25 12.72
H 21.00 -10.02 13.40
O 19.22 -11.23 9.04
H 18.92 -10.39 8.65
H 19.96 -11.02 9.62
O 23.60 -8.73 11.85
H 22.73 -8.36 12.01
H 23.53 -9.68 11.97
*
```

Taking the most stable structure as the zero point, the relative energies in kJ/mol are arrangement w 16.8; arrangement x 0.0.

Arrangement w

C48H70CsF5GeN5O7PS2SbSe | the ωB97M-V functional and the def2-TZVPD basis

Output
* HOMO-LUMO gap: 6.375 eV
* molar mass: 1425.45 g/mol

Geometry as ORCA input:
```
! RIJCOSX wB97M-V def2-TZVPD def2/J DEFGRID3
* xyz -1 1
Cs -1.42 -0.35 0.17
S 1.64 1.69 0.57
C 2.10 2.99 1.56
N 2.41 3.90 2.20
C -3.60 -0.48 5.61
C -2.63 -1.59 5.29
O -1.29 -1.08 5.13
P -0.73 -0.90 3.61
O 0.85 -0.74 3.97
C 1.53 -1.92 4.41
C 1.81 -1.87 5.89
O -1.05 0.64 3.23
C -0.55 1.77 3.99
C -1.72 2.66 4.36
H -4.59 -0.91 5.81
H -3.71 0.19 4.76
H -3.27 0.07 6.49
H -2.93 -2.12 4.38
H -2.58 -2.32 6.11
H 2.46 -1.98 3.84
H 0.94 -2.81 4.15
H 2.41 -0.99 6.13
H 2.38 -2.76 6.20
H 0.88 -1.83 6.45
H 0.16 2.29 3.35
H -0.02 1.41 4.87
H -2.31 2.89 3.47
H -1.35 3.59 4.79
H -2.37 2.17 5.07
F -9.47 -0.75 -1.24
C -8.35 -0.48 -0.55
C -7.57 0.61 -0.88
F -7.94 1.41 -1.89
C -6.41 0.87 -0.17
F -5.71 1.95 -0.55
C -5.96 0.08 0.88
Se -4.37 0.46 1.82
C -6.78 -1.01 1.18
F -6.46 -1.85 2.18
C -7.95 -1.29 0.49
F -8.70 -2.35 0.83
C -4.73 0.43 -3.41
C -3.63 -0.16 -4.26
C -3.20 -1.47 -4.03
C -2.15 -2.01 -4.75
C -1.52 -1.23 -5.72
C -1.96 0.05 -5.99
C -3.01 0.58 -5.26
S -0.04 -1.87 -6.47
O 0.30 -1.00 -7.56
O -0.25 -3.27 -6.68
N 1.13 -1.77 -5.34
C 1.59 -0.46 -4.85
C 0.86 0.06 -3.62
C 0.85 -0.88 -2.42
O 0.76 -2.11 -2.62
O 0.85 -0.33 -1.28
H -5.44 -0.33 -3.10
H -5.27 1.21 -3.95
H -4.31 0.88 -2.51
H -3.70 -2.07 -3.28
H -1.80 -3.01 -4.57
H -1.46 0.63 -6.76
H -3.35 1.59 -5.46
H 0.96 -2.39 -4.55
H 1.53 0.26 -5.67
H 2.66 -0.58 -4.63
H -0.19 0.24 -3.86
H 1.29 1.02 -3.32
C 7.47 3.13 1.90
C 6.16 2.83 1.17
C 6.23 1.54 0.36
C 4.90 1.20 -0.32
Ge 3.56 0.50 0.93
C 3.21 -1.39 0.63
C 4.48 -2.24 0.50
C 4.93 -2.90 1.80
C 5.32 -1.91 2.89
H 7.40 4.06 2.47
H 8.30 3.22 1.20
H 7.72 2.33 2.60
H 5.91 3.65 0.51
H 5.34 2.77 1.90
H 6.55 0.72 1.01
H 7.01 1.64 -0.40
H 5.02 0.46 -1.11
H 4.48 2.09 -0.79
H 3.91 0.87 2.38
H 2.60 -1.43 -0.28
H 2.56 -1.77 1.43
H 5.31 -1.64 0.09
H 4.30 -3.02 -0.24
H 5.78 -3.55 1.58
H 4.13 -3.55 2.16
H 6.10 -1.23 2.55
H 5.71 -2.43 3.77
H 4.48 -1.31 3.22
C -1.98 4.25 0.72
C -2.32 3.13 -0.03
N -1.57 2.67 -1.03
C -0.45 3.34 -1.32
C -0.03 4.48 -0.64
C -0.81 4.92 0.42
C 1.25 5.13 -1.00
C 1.46 6.42 -1.26
C 0.45 7.50 -1.32
C -0.87 7.31 -1.70
C -1.69 8.43 -1.72
N -1.25 9.65 -1.40
C 0.03 9.72 -1.07
N 0.91 8.72 -1.02
H -2.62 4.56 1.54
H -3.22 2.57 0.21
H 0.15 2.93 -2.12
H -0.49 5.78 1.00
H 2.11 4.47 -1.03
H 2.47 6.76 -1.42
H -1.25 6.34 -1.97
H -2.73 8.35 -2.01
H 0.41 10.70 -0.82
C -1.18 -7.03 0.25
C -0.81 -5.82 1.10
Sb -0.34 -3.97 0.05
C -1.44 -4.34 -1.78
C -0.76 -5.20 -2.83
C 1.67 -4.52 -0.51
C 2.04 -6.00 -0.62
H -1.46 -7.88 0.88
H -0.35 -7.35 -0.39
H -2.03 -6.82 -0.40
H 0.06 -6.03 1.73
H -1.63 -5.57 1.77
H -1.61 -3.34 -2.18
H -2.41 -4.75 -1.48
H 0.22 -4.79 -3.09
H -1.35 -5.23 -3.76
H -0.63 -6.23 -2.49
H 2.29 -4.04 0.25
H 1.85 -3.98 -1.44
H 1.81 -6.55 0.29
H 3.11 -6.12 -0.81
H 1.51 -6.48 -1.44
*
```

Arrangement x

C48H70CsF5GeN5O7PS2SbSe | the ωB97M-V functional and the def2-TZVPD basis

Output
* HOMO-LUMO gap: 6.675 eV
* molar mass: 1425.45 g/mol

Geometry as ORCA input:
```
! RIJCOSX wB97M-V def2-TZVPD def2/J DEFGRID3
* xyz -1 1
Cs -0.61 0.08 -0.35
S 2.65 1.10 0.99
C 3.72 1.68 -0.16
N 4.47 2.06 -0.96
C 3.92 -2.32 2.59
C 2.53 -2.26 3.18
O 1.61 -3.12 2.49
P 0.99 -2.52 1.10
O -0.33 -3.45 0.96
C -1.52 -3.03 1.65
C -1.90 -4.02 2.73
O 1.89 -3.25 -0.04
C 2.08 -4.67 -0.05
C 3.48 -4.97 -0.55
H 4.60 -1.71 3.19
H 3.92 -1.92 1.58
H 4.28 -3.35 2.57
H 2.15 -1.23 3.15
H 2.52 -2.59 4.22
H -2.30 -2.94 0.90
H -1.37 -2.03 2.08
H -2.05 -5.00 2.29
H -2.82 -3.70 3.21
H -1.11 -4.09 3.48
H 1.32 -5.11 -0.70
H 1.94 -5.07 0.96
H 3.61 -4.58 -1.56
H 3.65 -6.05 -0.57
H 4.22 -4.50 0.10
F -6.35 -4.78 3.42
C -5.78 -3.74 2.79
C -5.46 -2.59 3.49
F -5.71 -2.52 4.81
C -4.88 -1.52 2.83
F -4.60 -0.44 3.58
C -4.59 -1.53 1.47
Se -3.84 -0.04 0.58
C -4.93 -2.71 0.81
F -4.68 -2.84 -0.51
C -5.51 -3.79 1.44
F -5.81 -4.90 0.75
C -7.14 -0.77 -1.26
C -6.49 -0.47 -2.57
C -5.78 -1.45 -3.27
C -5.17 -1.17 -4.48
C -5.25 0.11 -5.00
C -5.92 1.11 -4.31
C -6.54 0.81 -3.11
S -4.43 0.49 -6.52
O -4.79 1.84 -6.85
O -4.66 -0.59 -7.44
N -2.83 0.46 -6.22
C -2.28 1.31 -5.16
C -2.01 0.58 -3.84
C -0.98 -0.51 -4.05
O -1.15 -1.43 -4.83
O 0.13 -0.33 -3.37
H -7.40 -1.83 -1.18
H -8.05 -0.18 -1.13
H -6.46 -0.52 -0.45
H -5.71 -2.45 -2.85
H -4.64 -1.94 -5.02
H -5.97 2.10 -4.74
H -7.08 1.59 -2.58
H -2.46 -0.49 -6.20
H -2.98 2.14 -5.00
H -1.35 1.76 -5.53
H -2.92 0.13 -3.45
H -1.63 1.31 -3.12
C 3.47 -5.00 -6.29
C 2.46 -4.03 -5.70
C 2.42 -4.10 -4.18
C 1.37 -3.18 -3.54
Ge 1.71 -1.27 -3.76
C 2.84 -0.50 -2.37
C 4.17 -1.20 -2.07
C 5.32 -0.77 -2.98
C 5.09 -1.08 -4.45
H 3.49 -4.94 -7.38
H 3.23 -6.03 -6.01
H 4.48 -4.78 -5.93
H 1.46 -4.24 -6.09
H 2.70 -3.01 -6.02
H 3.42 -3.86 -3.79
H 2.22 -5.13 -3.87
H 1.32 -3.34 -2.46
H 0.39 -3.38 -3.96
H 1.96 -0.82 -5.21
H 2.23 -0.54 -1.46
H 3.01 0.56 -2.56
H 4.05 -2.28 -2.09
H 4.43 -0.94 -1.04
H 6.23 -1.28 -2.64
H 5.48 0.30 -2.84
H 4.80 -2.13 -4.61
H 5.99 -0.89 -5.04
H 4.30 -0.45 -4.87
C 1.89 4.55 -1.34
C 1.10 3.46 -1.03
N 0.76 2.53 -1.93
C 1.19 2.70 -3.17
C 1.98 3.77 -3.59
C 2.34 4.71 -2.63
C 2.43 3.85 -4.99
C 2.38 4.92 -5.79
C 1.77 6.22 -5.49
C 0.59 6.37 -4.75
C 0.11 7.65 -4.57
N 0.73 8.72 -5.07
C 1.83 8.47 -5.77
N 2.37 7.29 -6.02
H 2.18 5.24 -0.55
H 0.77 3.29 -0.01
H 0.91 1.93 -3.88
H 2.99 5.53 -2.90
H 2.88 2.95 -5.39
H 2.85 4.86 -6.77
H 0.08 5.51 -4.34
H -0.80 7.83 -4.01
H 2.33 9.33 -6.20
C 1.42 2.65 5.24
C 0.89 1.56 4.32
Sb -0.49 2.14 2.75
C 0.07 4.23 2.56
C -0.45 5.20 3.62
C -2.31 2.37 3.90
C -2.19 2.59 5.41
H 2.16 2.25 5.94
H 0.62 3.10 5.84
H 1.90 3.45 4.68
H 0.39 0.77 4.88
H 1.72 1.10 3.78
H -0.28 4.54 1.57
H 1.16 4.24 2.51
H -1.53 5.16 3.69
H -0.17 6.23 3.37
H -0.04 4.97 4.60
H -2.87 1.46 3.69
H -2.86 3.17 3.43
H -1.60 1.81 5.88
H -3.17 2.59 5.88
H -1.71 3.55 5.64
*
```

Taking the most stable structure as the zero point, the relative energies in kJ/mol are arrangement w 37.3; arrangement x 0.0.